# 1
This record from the Open Molecules 2025 dataset describes a cluster of 2 separate species, C3H9NO in total at a distorted geometry. The level of theory is the ωB97M-V functional and the def2-TZVPD basis.

Structure (ORCA input):
```
! wB97M-V def2-TZVPD RIJCOSX def2/J DEFGRID3
* xyz 0 1
C 1.30990 0.90055 1.14245
C 0.82102 1.51719 0.07901
N 1.61062 1.97281 -0.98837
H 0.72931 0.44817 1.92655
H 2.38676 0.87248 1.29842
H -0.14850 2.00565 0.05187
H 1.39116 2.93555 -1.22756
H 2.61803 1.99309 -0.88726
C -1.84733 -1.36365 -0.24508
O -1.61373 -2.67897 0.24546
H -0.90935 -0.79670 -0.23474
H -2.14447 -1.46184 -1.29188
H -2.55054 -0.84996 0.39405
H -1.20129 -3.22020 -0.43084
*
```

* Kohn-Sham gap: 9.62 eV
* total energy: -6792.95627 eV
* relative energy (zero: lowest compared OMol25 entry of this formula, charge and spin): 48.41 kcal/mol

***

# 2
This record from the Open Molecules 2025 dataset describes the molecule C3H9NO at a distorted geometry. The level of theory is the ωB97M-V functional and the def2-TZVPD basis.

Structure (ORCA input):
```
! wB97M-V def2-TZVPD RIJCOSX def2/J DEFGRID3
* xyz 0 1
C -1.73926 0.70979 0.45525
N -1.05177 0.19965 -0.73359
C 0.32413 0.58403 -0.74830
O 1.06412 0.18520 0.40558
C 1.67748 -1.09349 0.33966
H -2.82156 0.72963 0.31536
H -1.43402 1.73645 0.63804
H -1.58363 0.12439 1.36551
H -1.12792 -0.81642 -0.75818
H 0.42120 1.66873 -0.76063
H 0.83269 0.22367 -1.64498
H 2.63937 -1.05977 -0.16552
H 1.81482 -1.37238 1.38507
H 0.98434 -1.81948 -0.09324
*
```

* Kohn-Sham gap: 10.28 eV
* total energy: -6793.63162 eV
* relative energy (zero: lowest compared OMol25 entry of this formula, charge and spin): 32.84 kcal/mol